Entry 1:
Formula: C7H8OSi
Source: OMol25
Level of theory: the ωB97M-V functional and the def2-TZVPD basis

The geometry in ORCA input format:
```
! wB97M-V def2-TZVPD RIJCOSX def2/J DEFGRID3
* xyz 0 1
O -1.98 1.84 -0.19
C -1.55 0.60 0.01
Si -2.99 -0.71 0.02
C -0.07 0.31 0.03
C 0.79 1.39 0.05
C 2.13 1.29 0.04
C 2.69 0.00 0.04
C 1.89 -1.12 0.02
C 0.47 -0.95 0.01
H -3.66 -1.20 -1.21
H -3.81 0.11 0.88
H -2.49 -2.01 0.47
H 0.24 2.33 0.13
H 2.67 2.18 -0.06
H 3.79 -0.13 -0.02
H 2.13 -2.18 -0.16
H -0.25 -1.74 -0.08
*
```

Values from the calculation:
Energy above the lowest of the compared OMol25 structures with the same formula, charge and spin, eV: 1.219

=====

Entry 2:
Formula: C7H8S
Source: OMol25
Level of theory: the ωB97M-V functional and the def2-TZVPD basis

The geometry in ORCA input format:
```
! wB97M-V def2-TZVPD RIJCOSX def2/J DEFGRID3
* xyz 0 1
C 2.88 -0.49 -0.15
C 1.72 -0.53 0.14
C 0.34 -0.71 0.55
C -0.69 -1.35 -0.39
C -1.74 -0.29 -0.05
S -3.38 -0.32 0.02
C -0.61 0.51 0.59
C -0.20 1.65 -0.26
H 3.87 -0.22 -0.33
H 0.31 -1.15 1.56
H -0.39 -1.26 -1.48
H -1.05 -2.33 -0.22
H -0.78 0.81 1.61
H -0.99 2.40 -0.35
H 0.72 2.03 0.07
H -0.01 1.26 -1.30
*
```

Values from the calculation:
Energy above the lowest of the compared OMol25 structures with the same formula, charge and spin, eV: 2.749

=====

Entry 3:
Formula: C7H9Br2Cl15
Source: OMol25
Level of theory: the ωB97M-V functional and the def2-TZVPD basis

The geometry in ORCA input format:
```
! wB97M-V def2-TZVPD RIJCOSX def2/J DEFGRID3
* xyz 0 1
Cl -2.76 -21.94 6.60
C -1.68 -20.63 7.04
Cl -0.03 -20.88 6.39
Cl -1.70 -20.26 8.72
H -2.04 -19.70 6.58
Cl -5.93 -9.33 7.99
C -4.98 -8.09 8.83
Cl -3.20 -8.44 8.88
Cl -5.50 -7.95 10.49
H -5.20 -7.13 8.37
Cl -0.01 -5.82 14.40
C 1.10 -6.12 13.04
Cl 2.81 -5.75 13.44
Cl 0.51 -5.08 11.77
H 1.00 -7.14 12.68
Cl 5.06 -13.75 5.39
C 5.98 -13.14 4.01
Cl 7.51 -14.08 3.70
Cl 6.33 -11.42 4.25
H 5.36 -13.14 3.12
Cl 5.60 -8.90 9.56
C 7.00 -7.79 9.86
Cl 6.72 -6.23 9.11
Cl 8.52 -8.70 9.37
H 7.00 -7.65 10.94
Br 0.51 -12.70 11.99
C 0.85 -13.26 10.06
C -0.18 -14.35 9.77
Br -0.26 -14.82 7.91
H 1.84 -13.69 9.91
H 0.79 -12.38 9.42
H -1.14 -13.89 10.01
H -0.09 -15.27 10.34
*
```

Values from the calculation:
Energy above the lowest of the compared OMol25 structures with the same formula, charge and spin, eV: 1.170

=====

Entry 4:
Formula: C7H9BrN5OP
Source: OMol25
Level of theory: the ωB97M-V functional and the def2-TZVPD basis

The geometry in ORCA input format:
```
! wB97M-V def2-TZVPD RIJCOSX def2/J DEFGRID3
* xyz 0 1
O -1.24 2.46 -2.73
P -1.25 1.15 -3.56
C -0.76 -0.34 -2.51
N -0.26 0.00 -1.18
C 0.04 -1.34 -0.68
N 0.53 -1.49 0.55
C 0.72 -0.31 1.41
C -0.47 0.45 2.12
C -0.05 1.63 3.02
N 1.22 2.15 3.33
C 2.32 1.52 2.69
C 2.10 0.32 1.77
N -0.26 -2.37 -1.67
N -0.78 -1.76 -2.78
H -0.21 1.32 -4.55
H -2.47 0.96 -4.29
H 0.76 -2.42 0.91
H -1.57 0.10 1.96
H -0.93 2.17 3.52
H 3.38 1.92 2.93
H 3.03 -0.16 1.30
H -0.16 -3.39 -1.53
H -1.12 -2.18 -3.65
Br -2.57 -0.39 3.60
*
```

=====

| no. | LUMO energy (eV) | orbital gap (eV) | total energy (eV) |
| --- | --- | --- | --- |
| 1 | -0.5 | 9.071 | -17311.774 |
| 2 | -0.2 | 8.429 | -18220.564 |
| 3 | 0.1 | 10.593 | -335325.105 |
| 4 | -2.0 | 4.267 | -96226.264 |